No. 1
This record from OMol25 describes C28H20CuF12N6O16S4 as an isolated structure at a distorted geometry. The level of theory is ωB97M-V/def2-TZVPD.

XYZ file:
```
87
Properties=species:S:1:pos:R:3:forces:R:3:mulliken_spin:R:1
Cu 0.460633 0.137716 -0.171268 -0.47 -0.06 -0.70 0.817
C 0.750860 3.028499 2.701153 -0.23 -0.74 -0.83 0.001
F 0.495294 4.165221 3.296167 -0.42 0.06 0.22 0.000
F 1.725469 3.232098 1.820134 0.09 -0.18 0.04 0.000
F 1.138071 2.113681 3.583131 0.30 0.11 0.30 0.000
S -0.795260 2.243653 1.843424 -0.54 1.16 -0.27 0.000
O -1.001323 0.969767 2.470177 0.52 0.35 -0.60 0.002
O -1.844023 3.231276 1.965411 0.99 -0.82 -0.51 0.004
N -0.245764 2.033378 0.212625 -0.89 -0.99 3.24 0.045
S -0.449385 3.365073 -0.637901 0.44 1.60 -2.25 0.010
O -0.127639 4.579342 0.055761 -0.52 -0.60 0.41 0.008
O 0.213311 3.183700 -1.900623 -0.43 -0.57 0.08 0.003
C -2.336536 3.415531 -1.086256 0.91 -0.08 0.83 0.000
F -2.867412 2.266671 -0.678633 -0.27 -0.06 -0.33 0.000
F -2.946661 4.418844 -0.479181 0.09 0.01 -0.13 0.000
F -2.483092 3.543505 -2.398674 0.06 -0.07 0.06 0.000
C 3.711937 -1.683157 -2.158000 -0.26 -0.60 -0.03 0.000
F 4.331943 -0.515855 -2.092033 -0.03 0.18 -0.06 0.000
F 4.162884 -2.372254 -3.193249 0.10 0.09 -0.07 0.000
F 3.952948 -2.356364 -1.047239 -0.11 0.10 0.11 0.000
S 1.858685 -1.387637 -2.447792 -0.59 1.40 0.22 0.007
O 1.734494 0.049681 -2.569452 0.25 -0.59 0.19 0.013
O 1.424058 -2.187265 -3.557092 0.26 0.47 0.89 0.003
N 1.121229 -1.699877 -0.908790 1.12 0.44 -1.99 0.061
S 0.739894 -3.258712 -0.980496 -0.59 -2.81 0.63 -0.001
O -0.637113 -3.505433 -1.295188 -0.01 0.41 0.17 0.000
O 1.740289 -4.024331 -1.688284 -0.20 0.72 0.45 0.010
C 0.912237 -3.994074 0.753097 0.78 1.06 -0.47 0.000
F 0.797242 -5.307617 0.686428 -0.25 0.08 -0.10 0.000
F 2.145593 -3.712430 1.229812 -0.51 0.03 0.03 0.000
F -0.008209 -3.494549 1.571617 0.11 -0.28 0.02 0.001
C -4.313087 -4.438831 2.898977 0.29 0.55 0.16 0.000
C -4.703893 -3.181832 3.340644 0.50 0.88 -0.06 0.000
C -4.194285 -2.029518 2.722812 -0.30 -1.34 0.16 0.000
C -3.298486 -2.204982 1.677399 -0.40 0.76 -0.19 0.001
C -2.864106 -3.431410 1.199638 -0.60 -0.16 0.74 0.000
C -3.368846 -4.528747 1.879258 -0.67 -0.81 -0.56 0.000
N -2.827484 -0.979800 1.033199 1.03 1.00 -0.01 0.001
O -1.709405 -1.031714 0.533743 0.15 -0.41 -0.14 0.002
O -3.467163 0.047148 1.097390 -0.33 -0.58 0.02 0.000
H -4.723523 -5.339007 3.333410 0.02 -0.01 0.06 0.000
H -5.343878 -2.977314 4.188739 -0.27 -0.55 -0.05 0.000
H -4.565181 -1.081457 3.078438 0.37 0.29 -0.31 0.000
H -2.241367 -3.581593 0.330398 0.12 0.41 0.04 0.000
H -3.170031 -5.520104 1.488414 0.32 0.04 0.09 0.000
C -0.361642 -3.577527 5.422995 -0.99 -0.90 0.52 0.000
C -1.121358 -2.657460 4.722109 1.93 1.03 -0.02 0.001
C -0.403815 -1.760876 3.910599 -2.26 -0.31 -0.73 0.000
C 0.921224 -1.953426 3.680797 0.73 -0.85 0.27 0.001
C 1.623327 -3.009285 4.260479 0.36 -0.26 0.20 0.000
C 0.983053 -3.856837 5.155013 -0.58 1.32 -0.16 0.000
N 1.643392 -1.126890 2.713071 -0.27 0.15 0.57 0.000
O 2.789938 -0.887356 2.923123 1.07 0.06 0.12 -0.002
O 1.023455 -0.700957 1.755059 -0.77 0.10 -0.55 0.008
H -0.926293 -4.087745 6.199322 0.42 -0.51 -0.10 0.000
H -2.180771 -2.535867 4.880467 -0.03 0.00 0.06 0.000
H -0.983966 -1.033648 3.353304 0.44 0.21 0.07 0.000
H 2.663557 -3.180007 4.018797 0.00 0.16 -0.09 0.000
H 1.521796 -4.630212 5.677583 -0.01 -0.09 -0.02 0.000
C 4.271585 5.473537 -1.917426 -0.22 0.28 0.41 0.000
C 3.378430 4.585777 -2.495514 -0.12 -0.23 -0.16 0.000
C 3.202441 3.309751 -1.972200 0.47 0.15 0.40 0.000
C 3.838418 3.011269 -0.759228 -0.71 0.32 -1.07 0.001
C 4.663099 3.919513 -0.133760 0.61 0.41 0.48 -0.001
C 4.878332 5.164156 -0.711678 0.46 -0.58 -0.59 0.000
N 3.500515 1.753258 -0.098990 0.45 0.60 0.59 0.003
O 4.280870 1.303397 0.694823 0.35 -0.40 0.21 -0.001
O 2.393892 1.295626 -0.314683 -0.44 -0.32 -0.40 0.000
H 4.492565 6.429087 -2.375064 -0.21 0.01 -0.07 0.000
H 2.780700 4.904367 -3.338881 0.24 -0.21 -0.26 0.000
H 2.666491 2.546489 -2.517535 -0.41 0.10 0.30 0.000
H 5.205884 3.706448 0.777142 -0.31 -0.35 0.08 0.000
H 5.633786 5.823880 -0.308513 -0.19 0.08 0.24 0.000
C -2.186590 2.045406 -6.292911 0.20 -0.28 0.62 0.000
C -3.354412 1.619886 -5.661989 0.14 0.03 -0.13 0.000
C -3.293759 0.913892 -4.472424 -0.52 -0.44 0.77 0.001
C -2.075175 0.692614 -3.869521 1.04 0.20 -1.48 0.001
C -0.910028 1.061448 -4.522601 1.32 0.49 0.13 0.001
C -0.933808 1.722297 -5.742549 -1.63 0.49 -0.19 0.000
N -1.953654 -0.010482 -2.609341 -1.06 -0.05 0.67 0.003
O -0.925090 0.123653 -1.971319 0.76 0.30 -0.14 -0.005
O -2.900254 -0.646414 -2.216162 -0.19 -0.16 -0.11 -0.001
H -2.272807 2.663052 -7.175966 0.13 -0.13 -0.14 0.000
H -4.306803 1.853237 -6.116198 -0.09 -0.06 0.10 0.000
H -4.143970 0.509569 -3.933767 -0.27 0.29 -0.34 0.000
H 0.059543 0.923343 -4.057543 -0.17 -0.27 0.15 0.000
H -0.066023 2.101117 -6.260164 0.33 -0.29 0.28 0.000
```
Forces are in eV/Å.

Results
multiplicity	2
HOMO energy (spin up / spin down)	-9.90 / -9.90	eV
M	1116.28	u
⟨S²⟩	0.751
Kohn-Sham gap (spin up / spin down)	9.11 / 6.96	eV
total charge	0
energy relative to the best compared isomer or geometry (same formula, charge and spin)	0.000	eV

***

No. 2
This record from OMol25 describes C28H21AlNO5 as an isolated structure. The level of theory is ωB97M-V/def2-TZVPD.

XYZ file:
```
56
Properties=species:S:1:pos:R:3:forces:R:3:nbo_charge:R:1
N -5.755402 -3.759483 -2.031005 -0.62 0.71 0.13 -1.404
Al -7.142890 -2.480570 -2.402439 0.01 -0.41 0.04 1.458
O -8.709131 -3.359988 -2.646720 0.41 0.12 0.17 -1.204
H -5.144639 -3.746623 -2.832722 0.34 -0.21 -0.22 0.349
H -6.185217 -4.673802 -2.013830 0.11 -0.36 -0.02 0.336
H -7.191763 -1.460312 -1.140297 -0.11 0.11 0.19 -0.497
H -6.807780 -1.660927 -3.758475 0.03 0.05 -0.11 -0.477
H -8.761375 -4.163354 -2.123131 -0.09 0.06 -0.02 0.447
C -4.151351 -2.070460 1.913970 -0.06 0.00 0.11 -0.183
C -3.320620 -2.092956 3.028258 -0.10 0.01 -0.04 -0.202
C -1.947653 -2.108819 2.872334 -0.04 0.02 0.09 -0.171
C -1.398567 -2.108736 1.597658 0.05 0.00 -0.20 -0.170
C -2.236347 -2.098973 0.473928 0.16 -0.02 0.14 -0.060
C -3.616944 -2.075451 0.638739 -0.05 0.01 -0.29 -0.161
C -1.662265 -2.123802 -0.903599 -0.04 0.05 0.08 0.499
O -2.363728 -2.082127 -1.883804 -0.09 0.02 -0.16 -0.487
C -0.173433 -2.180521 -1.039356 0.00 -0.04 0.19 -0.047
C 0.385639 -2.234141 -2.308340 0.08 0.05 -0.09 -0.180
C 1.760519 -2.248292 -2.457151 0.04 0.00 0.05 -0.195
C 2.585253 -2.214723 -1.338800 0.00 0.01 -0.07 -0.187
C 2.034682 -2.174914 -0.073061 0.12 0.01 -0.03 -0.160
C 0.655572 -2.159188 0.083254 -0.15 -0.06 -0.02 -0.167
C 0.082396 -2.109893 1.458038 0.01 0.02 0.08 0.556
O 0.809036 -2.063132 2.431115 0.04 -0.01 0.03 -0.547
H -5.225034 -2.055780 2.035445 -0.06 -0.01 -0.03 0.230
H -3.747800 -2.099519 4.021847 -0.03 0.01 0.04 0.209
H -1.294017 -2.123005 3.731536 0.11 0.01 0.00 0.230
H -4.265320 -2.077505 -0.230937 0.00 -0.10 -0.04 0.287
H -0.264446 -2.250599 -3.170174 -0.12 0.00 0.00 0.241
H 2.192797 -2.271597 -3.447719 0.03 -0.01 -0.04 0.212
H 3.659363 -2.199340 -1.455634 0.05 -0.01 -0.03 0.213
H 2.666739 -2.137036 0.801262 -0.03 -0.01 0.11 0.234
C 6.447963 3.660462 -1.107659 0.04 0.06 0.02 -0.198
C 6.372086 4.813153 -0.333542 0.04 -0.04 -0.05 -0.198
C 5.269907 5.040189 0.469012 0.09 0.04 -0.02 -0.157
C 4.232307 4.118996 0.496585 -0.10 -0.13 -0.03 -0.151
C 4.302734 2.969327 -0.292595 -0.11 0.06 0.08 -0.051
C 5.416195 2.741103 -1.087950 0.09 0.01 -0.05 -0.178
C 3.183875 1.983697 -0.305753 -0.23 -0.06 0.12 0.521
O 3.229561 0.976860 -0.975291 0.27 -0.11 -0.24 -0.525
C 1.988858 2.267588 0.533487 0.09 0.15 0.05 -0.060
C 0.923280 1.378383 0.499994 -0.06 -0.04 -0.01 -0.187
C -0.191666 1.611794 1.282508 -0.05 0.04 0.06 -0.171
C -0.243863 2.732139 2.105076 -0.02 -0.05 -0.02 -0.187
C 0.813617 3.623126 2.140230 -0.10 -0.02 0.04 -0.169
C 1.933077 3.398364 1.351347 0.13 -0.03 -0.10 -0.144
C 3.056733 4.374796 1.382338 -0.06 -0.01 0.04 0.555
O 3.025363 5.350131 2.101803 0.01 0.09 0.04 -0.532
H 7.313830 3.482632 -1.729846 0.04 0.00 -0.03 0.215
H 7.176566 5.534749 -0.357433 0.05 0.02 0.00 0.214
H 5.204152 5.929517 1.077154 -0.08 0.03 0.08 0.236
H 5.462804 1.845199 -1.688432 -0.08 -0.08 -0.02 0.236
H 0.975546 0.508359 -0.138844 0.08 0.01 -0.05 0.245
H -1.022470 0.919958 1.253678 -0.06 -0.03 0.02 0.228
H -1.115268 2.909606 2.719046 -0.05 0.00 0.02 0.220
H 0.778533 4.495435 2.774903 0.06 0.08 0.01 0.235
```
Forces are in eV/Å.

Results
multiplicity	1
HOMO energy	-4.34	eV
M	478.46	u
Kohn-Sham gap	4.71	eV
total charge	-1